[1]
{"formula": "C3H4P2", "method": "ωB97M-V/def2-TZVPD", "species": ["C", "C", "C", "P", "P", "H", "H", "H", "H"], "positions_angstrom": [[-0.18, 0.20, 2.22], [0.22, -0.37, -2.02], [-0.07, 0.05, -0.57], [0.87, 0.21, 0.89], [-1.49, 0.21, -1.42], [-1.15, 0.39, 2.28], [0.28, 0.41, 3.14], [0.97, 0.27, -2.45], [0.54, -1.37, -2.08]], "lowdin_charge": [-0.312, -0.446, -0.944, 0.825, 0.923, -0.054, -0.044, 0.031, 0.020], "energy_ev": -21749.4919, "charge": 0, "e_above_lowest_kcal_mol": 40.0, "smiles": "C=PC1=PC1"}

***

[2]
{"formula": "C3H4S", "method": "ωB97M-V/def2-TZVPD", "species": ["C", "C", "C", "S", "H", "H", "H", "H"], "positions_angstrom": [[-0.91, -0.82, 0.53], [-1.31, -0.04, 1.37], [1.07, 0.46, -0.97], [2.27, -0.63, -1.02], [-0.72, -1.68, -0.04], [-1.57, 0.77, 2.00], [0.13, 0.55, -1.67], [1.05, 1.39, -0.21]], "lowdin_charge": [-0.043, 0.024, -0.685, 0.565, 0.023, 0.014, 0.044, 0.057], "energy_ev": -14007.1890, "charge": 0, "e_above_lowest_kcal_mol": 55.1, "smiles": "C#C.C=S"}

***

[3]
{"formula": "C3H4S", "method": "ωB97M-V/def2-TZVPD", "species": ["C", "C", "C", "S", "H", "H", "H", "H"], "positions_angstrom": [[-0.37, -0.09, -0.27], [-1.25, 0.84, -1.13], [0.51, -0.95, 0.71], [2.18, -0.60, 1.02], [-1.96, 1.63, -0.82], [-1.45, 0.41, -2.03], [0.08, -1.92, 1.03], [2.26, 0.69, 1.49]], "lowdin_charge": [0.005, -0.001, -0.588, 0.657, 0.040, -0.028, 0.034, -0.119], "energy_ev": -14005.9101, "charge": 0, "e_above_lowest_kcal_mol": 84.6, "smiles": "C=C=CS"}

***

Question: Number 1 is which compound?
Answer: C3H4P2